{
  "formula": "C37H40BrCoIN4O2",
  "method": "ωB97M-V/def2-TZVPD",
  "symbols": ["I", "Br", "Co", "O", "O", "N", "N", "N", "N", "C", "C", "C", "C", "C", "C", "C", "C", "C", "C", "C", "C", "C", "C", "C", "C", "C", "C", "C", "C", "C", "C", "C", "C", "C", "C", "C", "C", "C", "C", "C", "C", "C", "C", "C", "C", "C", "H", "H", "H", "H", "H", "H", "H", "H", "H", "H", "H", "H", "H", "H", "H", "H", "H", "H", "H", "H", "H", "H", "H", "H", "H", "H", "H", "H", "H", "H", "H", "H", "H", "H", "H", "H", "H", "H", "H", "H"],
  "positions_angstrom": [[13.60726, 11.21160, 13.39110], [20.53700, 10.62882, 9.98000], [13.41236, 11.25826, 10.74874], [13.98045, 10.90094, 8.96524], [9.38707, 8.17337, 8.25983], [12.76676, 10.18383, 5.70926], [15.93665, 11.03171, 10.87413], [12.08529, 12.79231, 10.55596], [12.57708, 9.29022, 10.73875], [8.23326, 13.06085, 10.28656], [10.36766, 13.67053, 12.22600], [13.26268, 10.31123, 8.06843], [10.19181, 11.35388, 11.48440], [16.81812, 11.96720, 11.27716], [14.11560, 16.21694, 9.16325], [11.03282, 6.95777, 13.19404], [12.23378, 8.71827, 11.96899], [7.82118, 11.64270, 10.72854], [7.98798, 14.00747, 11.46754], [11.87681, 8.96557, 9.65917], [11.50705, 8.83507, 7.22272], [12.51584, 9.34613, 13.19509], [10.46271, 7.76927, 7.39274], [12.72153, 13.94213, 10.18369], [14.10362, 13.89470, 9.75206], [10.62648, 12.75442, 11.01557], [12.02184, 8.80226, 14.39096], [8.71368, 11.27853, 11.92434], [8.46945, 12.23220, 13.10682], [11.25391, 7.62740, 14.40810], [12.11849, 15.22944, 10.09997], [16.23068, 14.82120, 8.85595], [12.22012, 9.34453, 8.32043], [18.71881, 10.75776, 10.38754], [12.79164, 16.34397, 9.60672], [11.58260, 7.46139, 12.01374], [17.81463, 9.74467, 10.00171], [14.55341, 11.66537, 6.31516], [16.44148, 9.90994, 10.28961], [18.20939, 11.86206, 11.10426], [12.10153, 17.68503, 9.50082], [14.78945, 15.00207, 9.28476], [9.69375, 13.09531, 9.85439], [11.82944, 9.27401, 5.95316], [13.47683, 10.67324, 6.69251], [8.88856, 13.60219, 12.63608], [16.40331, 12.87536, 11.77298], [18.14114, 8.85142, 9.46728], [11.28968, 17.64424, 8.75352], [10.81080, 11.00760, 12.33266], [9.84556, 12.39668, 9.01555], [11.07136, 15.37305, 10.37202], [10.31472, 10.64377, 10.64374], [7.97644, 10.89826, 9.91897], [15.71743, 9.13741, 10.03530], [8.48490, 10.24431, 12.25890], [14.68147, 11.60531, 5.21242], [8.71576, 8.67051, 7.74470], [8.23178, 15.05584, 11.15500], [10.10122, 7.47437, 6.39120], [6.91816, 13.96547, 11.78566], [14.64101, 17.08628, 8.73468], [10.45317, 6.02434, 13.17546], [16.63564, 15.74581, 8.41787], [10.92750, 8.41333, 9.77054], [9.89442, 14.09905, 9.42492], [14.25432, 12.71467, 6.55645], [6.75842, 11.64275, 11.03768], [10.81074, 7.28326, 15.34443], [7.37749, 12.20382, 13.39897], [9.07759, 11.90099, 13.97961], [15.51359, 11.40605, 6.79253], [11.45216, 6.91803, 11.06170], [12.25374, 9.35464, 15.30873], [16.86737, 14.56784, 9.73545], [10.99296, 13.31473, 13.06178], [10.88241, 6.85358, 7.85620], [7.62295, 13.37626, 9.42588], [14.65035, 12.93697, 9.82132], [11.31364, 8.88023, 5.06674], [16.31588, 13.99460, 8.13056], [11.66968, 17.96299, 10.48016], [8.76432, 14.32436, 13.45630], [10.62986, 14.72698, 12.02271], [12.84310, 18.43273, 9.19551], [18.89380, 12.66911, 11.43391]],
  "forces_ev_per_a": [[-0.7, -1.1, 0.3], [0.2, 0.0, 0.0], [-0.3, 0.6, -0.7], [-0.2, -0.6, -1.1], [-0.6, 0.2, -0.7], [0.6, 0.3, -0.2], [1.0, -0.6, 0.0], [-0.5, -1.6, 1.0], [-0.3, 0.2, -0.8], [-0.8, -0.3, -0.2], [-0.1, 0.1, 0.0], [-0.3, -0.1, 0.1], [0.4, -0.7, -0.1], [0.1, 0.0, 0.1], [0.2, 0.6, 0.1], [0.3, 0.0, 0.2], [-0.3, -0.4, 0.1], [0.2, 0.1, 0.1], [0.0, 0.8, -0.2], [0.5, 0.1, 1.0], [-0.1, -0.3, -0.8], [-0.2, -0.3, 0.5], [-0.2, -0.4, -0.1], [0.2, 0.8, -0.7], [-0.8, -0.5, 0.9], [1.1, 0.6, -0.2], [0.2, 0.2, 0.0], [-0.1, -0.5, 0.2], [-0.3, -0.8, 0.1], [0.1, 0.5, -0.5], [-0.1, 0.1, -0.1], [0.3, 0.1, 0.3], [1.0, 1.3, 0.6], [-1.8, 0.0, 0.5], [0.6, -0.4, -0.3], [-0.4, 0.1, 0.0], [-0.4, 0.5, 0.3], [0.0, 0.2, -0.5], [0.7, 1.1, 0.3], [0.3, 0.0, -0.6], [-0.1, -0.2, 0.1], [-0.2, -0.3, -0.2], [-0.1, 0.7, -0.7], [-1.0, -0.8, 0.3], [0.3, 0.3, -0.3], [-0.2, 1.1, 0.6], [0.3, -0.8, -0.5], [0.0, 0.3, 0.2], [0.3, 0.1, 0.3], [-0.1, 0.2, -0.4], [0.1, 0.0, 0.3], [0.5, -0.1, -0.1], [0.1, 0.3, 0.4], [-0.2, 0.4, 0.3], [0.2, 0.2, -0.1], [0.2, 0.4, -0.3], [-0.1, 0.0, 0.7], [0.8, -0.4, 0.4], [-0.3, -0.7, 0.2], [0.0, 0.1, 0.4], [0.7, 0.1, -0.3], [-0.3, -0.4, 0.3], [0.3, 0.5, 0.0], [-0.1, -0.3, 0.0], [0.6, 0.0, 0.0], [0.0, -0.5, 0.3], [0.3, -0.8, 0.1], [0.4, -0.1, -0.2], [0.3, 0.0, -0.3], [1.1, 0.1, -0.2], [-0.4, 0.2, -0.4], [-0.4, 0.3, 0.0], [0.1, 0.3, 0.7], [-0.3, -0.4, -0.3], [-0.4, 0.1, -0.6], [-0.1, 0.2, -0.2], [-0.1, 0.5, -0.2], [0.0, -0.1, 0.2], [-0.3, 0.6, -0.2], [0.1, 0.1, 0.5], [0.0, 0.3, 0.2], [0.1, 0.0, -0.5], [-0.1, -0.1, -0.1], [-0.1, -0.7, 0.2], [-0.4, 0.0, 0.1], [-0.6, -0.6, -0.2]],
  "spin_multiplicity": 4,
  "homo_ev": [-6.38, -6.39],
  "lumo_ev": [-0.8, -0.8],
  "gap_ev": [5.603, 5.581]
}

---

{
  "formula": "C37H40N3O2PbS3SbSe4Si",
  "method": "ωB97M-V/def2-TZVPD",
  "symbols": ["Pb", "Sb", "Se", "Se", "Se", "Se", "S", "S", "S", "Si", "O", "O", "N", "N", "N", "C", "C", "C", "C", "C", "C", "C", "C", "C", "C", "C", "C", "C", "C", "C", "C", "C", "C", "C", "C", "C", "C", "C", "C", "C", "C", "C", "C", "C", "C", "C", "C", "C", "C", "C", "C", "C", "H", "H", "H", "H", "H", "H", "H", "H", "H", "H", "H", "H", "H", "H", "H", "H", "H", "H", "H", "H", "H", "H", "H", "H", "H", "H", "H", "H", "H", "H", "H", "H", "H", "H", "H", "H", "H", "H", "H", "H"],
  "positions_angstrom": [[0.08063, -0.53279, 0.04152], [-0.91314, -4.13240, -0.77468], [-3.20461, -4.37776, -0.13596], [-1.21266, -2.44702, -2.56651], [0.64296, -3.19106, 0.86120], [-0.05412, -6.31284, -1.61226], [-2.78443, 0.83062, -1.29933], [-1.55859, 2.10477, 1.75341], [-3.02121, -0.98362, 1.67180], [2.28094, -0.68843, -2.87213], [0.86946, -0.40577, 6.84660], [1.62783, -0.22554, -1.47419], [2.47465, -0.61104, 5.24777], [2.06797, -0.24224, 1.62159], [0.52194, -1.83857, 5.08960], [4.37607, -0.24171, 2.11696], [2.77350, -0.45484, 3.89130], [2.33114, -4.69138, -4.15431], [-2.98298, -2.18088, 6.28849], [-0.82927, -2.22777, 5.24437], [-1.33836, -3.09233, 4.27761], [3.11035, -3.22231, -1.93911], [6.52216, 1.26900, -3.25911], [1.57035, -0.30374, -5.65752], [2.10249, -3.32184, -4.10721], [6.17840, 0.20183, -4.07845], [2.94903, -5.32728, -3.08618], [1.23363, -0.09004, -4.31669], [2.49674, -2.55564, -3.00595], [3.33251, -4.58903, -1.97000], [-0.80901, 0.98999, -5.07658], [-4.42989, -0.53653, 0.62102], [5.61810, 1.72776, -2.31215], [-4.11037, -0.32956, -0.85624], [0.73491, 0.10432, -6.68671], [1.22535, -0.91859, 5.80737], [4.00228, 0.05268, -3.01134], [4.09830, -0.38188, 3.46337], [4.37182, 1.12519, -2.19589], [-3.03689, 1.68247, 2.71869], [-1.65565, -1.76936, 6.26424], [-2.25891, 3.03817, 0.36412], [-3.51200, -3.03571, 5.32927], [-3.33014, 2.35215, -0.47352], [4.93490, -0.39929, -3.94870], [3.33012, -0.19743, 1.20667], [-3.19758, 0.19451, 3.03149], [-0.46316, 0.74511, -6.39670], [-4.96232, -3.43690, 5.35143], [0.03534, 0.57807, -4.05377], [1.78895, -0.34230, 2.91693], [-2.66150, -3.48950, 4.32505], [-3.65424, 3.05459, -1.24359], [-5.36956, -3.39204, 6.36138], [-3.90439, 2.05518, 2.17507], [-4.89887, 0.35037, 1.04759], [2.02338, -5.26257, -5.02097], [-1.26640, -1.10891, 7.02123], [3.47698, -0.12968, 0.13561], [-2.65527, 3.98235, 0.74272], [-2.99048, 2.23131, 3.66013], [5.88226, 2.55830, -1.66865], [-5.02261, -0.01604, -1.36752], [2.50937, -0.78610, -5.90943], [3.14192, -6.39231, -3.12548], [3.09371, -0.17168, 5.90970], [-5.15580, -1.34913, 0.68091], [-3.03750, -4.15066, 3.55305], [7.49148, 1.74101, -3.36012], [4.90094, -0.44870, 4.18806], [-1.73714, 1.49594, -4.83945], [1.01595, -2.31337, 4.34993], [-3.79299, -1.27413, -1.30353], [-5.56107, -2.77268, 4.72328], [5.39764, -0.19237, 1.76618], [1.01621, -0.07769, -7.71651], [6.88318, -0.16398, -4.81485], [3.79604, -5.08368, -1.12552], [3.66088, 1.50114, -1.46751], [0.73650, -0.34108, 3.17709], [-1.11992, 1.05712, -7.19906], [1.59968, -2.84860, -4.94216], [-1.39348, 3.27985, -0.25601], [-0.24119, 0.77739, -3.02492], [-2.45144, -0.12911, 3.76035], [-3.62128, -1.82232, 7.08829], [-0.70410, -3.44067, 3.46894], [-4.17344, 0.03935, 3.49722], [-4.20700, 2.11605, 0.12639], [4.69709, -1.25284, -4.57640], [-5.09653, -4.44992, 4.97263], [3.41856, -2.65963, -1.06382]],
  "forces_ev_per_a": [[0.0, 0.3, -0.4], [0.1, 0.1, 0.2], [-0.1, 0.0, -0.1], [0.0, 0.0, 0.0], [0.3, -0.3, 0.1], [0.1, 0.0, -0.1], [-0.1, 0.0, 0.2], [0.0, 0.0, 0.0], [0.0, -0.1, 0.0], [0.0, 0.1, -0.1], [0.1, -0.1, 0.0], [0.0, -0.1, 0.2], [0.1, 0.0, 0.0], [0.0, 0.1, -0.1], [0.1, -0.1, 0.1], [0.0, 0.0, 0.0], [0.0, 0.0, 0.0], [0.0, 0.0, 0.0], [0.0, 0.0, 0.0], [0.0, 0.1, -0.1], [0.0, 0.0, 0.0], [0.0, 0.1, 0.0], [0.0, 0.0, 0.0], [0.1, 0.0, 0.0], [0.0, 0.0, 0.0], [0.0, 0.0, 0.0], [0.0, 0.0, 0.0], [-0.1, 0.0, 0.0], [-0.1, -0.1, 0.0], [-0.1, -0.1, 0.0], [0.0, 0.0, 0.0], [0.0, 0.0, 0.0], [0.0, 0.0, 0.0], [0.1, 0.0, 0.0], [0.0, 0.0, 0.0], [-0.1, 0.0, 0.0], [0.1, 0.1, 0.0], [0.0, 0.0, 0.0], [0.0, 0.0, 0.0], [0.0, 0.0, 0.0], [0.0, 0.0, 0.0], [0.0, 0.0, 0.1], [0.0, 0.0, 0.0], [0.0, 0.0, -0.1], [0.0, -0.1, 0.1], [0.0, 0.0, 0.1], [0.0, 0.0, 0.0], [0.0, 0.0, 0.0], [0.0, 0.0, 0.0], [0.0, -0.1, 0.0], [-0.1, 0.0, -0.1], [0.0, 0.0, 0.0], [0.0, 0.0, 0.0], [0.0, 0.0, 0.0], [0.0, 0.0, 0.0], [0.0, 0.0, 0.0], [0.0, 0.0, 0.0], [0.0, 0.0, 0.0], [0.0, 0.0, 0.0], [0.0, 0.0, 0.0], [-0.1, 0.0, 0.0], [0.0, 0.0, 0.0], [0.0, -0.1, 0.0], [0.0, 0.0, 0.0], [0.0, 0.0, 0.0], [0.0, 0.1, 0.0], [0.0, 0.0, 0.0], [0.0, 0.0, 0.0], [0.0, 0.0, 0.0], [0.0, 0.0, 0.0], [0.0, 0.0, 0.0], [0.0, 0.0, 0.0], [0.0, 0.0, 0.0], [0.0, 0.0, 0.0], [0.0, 0.0, 0.0], [0.0, 0.0, 0.0], [0.0, 0.0, 0.0], [0.0, 0.0, 0.0], [0.0, 0.0, 0.0], [0.0, 0.0, 0.0], [0.0, 0.0, 0.0], [0.0, 0.0, 0.0], [0.0, 0.0, 0.0], [0.0, 0.0, 0.0], [0.0, 0.0, 0.0], [0.0, 0.0, 0.0], [0.0, 0.0, 0.0], [0.0, 0.0, 0.1], [0.0, 0.0, 0.0], [0.0, 0.0, 0.0], [0.0, 0.0, 0.0], [0.0, 0.0, 0.0]],
  "spin_multiplicity": 1,
  "homo_ev": [-8.10, -8.19],
  "lumo_ev": [-2.5, -2.4],
  "gap_ev": [5.621, 5.807],
  "e_above_lowest_kj_mol": 8.1
}